No. 1
Here is a 11-piece molecular cluster, C22H66O11 overall from the OMol25 dataset. Energies are from ωB97M-V with the def2-TZVPD basis set.

XYZ file:
```
99
Properties=species:S:1:pos:R:3:forces:R:3
C 0.3767 -2.4574 4.7887 -0.1626 -0.2039 -0.5558
C -0.5244 -3.4743 4.0869 -0.0363 0.0484 0.6678
C -0.6097 -3.2661 2.5982 0.4703 0.4680 -0.9504
O -0.1316 -4.8126 4.3763 -0.0452 -0.3045 0.2327
H -0.0659 -1.4752 4.6059 0.3093 0.1375 0.0756
H 1.3859 -2.5144 4.3724 0.0215 0.2204 0.0406
H 0.4351 -2.6243 5.8619 -0.0651 -0.1046 0.0056
H -1.5032 -3.3870 4.5705 -0.0886 -0.0505 -0.3215
H -1.4082 -3.8017 2.0929 -0.0373 -0.1892 0.2266
H 0.3433 -3.5427 2.1223 0.0077 -0.3065 0.1987
H -0.7165 -2.2274 2.2690 -0.2829 0.0880 0.5223
H 0.6049 -5.0765 3.8161 0.0101 0.1976 -0.0764
C 3.8641 2.6150 -5.0477 0.5690 0.2565 0.2606
C 2.5409 2.6290 -4.2856 0.2662 -1.0349 -1.0036
C 2.3618 1.3800 -3.4184 -0.2599 1.2739 0.2228
O 2.4416 3.7979 -3.4715 -0.4937 0.0264 -0.1848
H 4.6289 3.0300 -4.3833 0.0938 -0.3881 0.0762
H 3.9530 3.2263 -5.9500 -0.5949 0.0748 0.0370
H 4.1287 1.5984 -5.3393 0.0685 0.0301 0.0694
H 1.7159 2.5639 -5.0117 0.0382 0.4789 0.0859
H 2.6655 0.4940 -3.9641 -0.0515 -0.1357 0.0697
H 1.2967 1.3588 -3.1812 0.1269 -0.4534 0.2311
H 2.9172 1.5051 -2.4874 0.1396 -0.2697 -0.0226
H 2.2790 4.5284 -4.0810 0.0627 0.1052 0.2771
C 1.7364 1.3161 3.4962 0.2501 0.0147 0.3141
C 2.8061 0.2361 3.5535 0.3356 -0.3872 0.4108
C 4.1130 0.6347 2.8840 -0.3527 0.6253 -1.0444
O 3.0531 -0.0395 4.9392 -0.2523 0.2560 0.1612
H 2.0731 2.1442 4.1228 -0.1001 0.1316 -0.1105
H 0.8006 0.9409 3.9096 0.0241 -0.0525 0.0590
H 1.5314 1.6707 2.4859 0.1874 -0.0299 -0.0272
H 2.3845 -0.6839 3.1369 0.2025 -0.0284 -0.3851
H 3.9467 0.7583 1.8064 -0.0154 0.0434 0.1543
H 4.9447 -0.0671 2.9473 -0.2011 -0.2454 0.3623
H 4.4390 1.6213 3.2209 0.0307 -0.0853 0.2997
H 3.9610 -0.3345 5.0389 0.0113 -0.0952 -0.0415
C -1.8585 2.7077 2.7578 -0.5358 0.2690 0.1578
C -2.9597 1.7466 2.3101 0.2022 0.3160 0.0514
C -4.0094 1.5615 3.3837 -0.0698 -0.0240 0.5409
O -3.6417 2.2741 1.1613 0.1689 0.0108 0.0060
H -1.3485 3.1464 1.8981 0.2556 -0.2376 0.0050
H -1.1615 2.2190 3.4369 0.1263 -0.0051 -0.1165
H -2.3092 3.5465 3.2962 0.0169 -0.0037 -0.0088
H -2.4920 0.7871 2.0565 -0.1800 -0.0829 -0.0914
H -3.5721 1.1582 4.3008 0.1103 -0.0901 -0.1220
H -4.8248 0.8986 3.0964 0.1099 -0.0661 -0.1979
H -4.4465 2.5235 3.6617 0.0306 0.0631 -0.1884
H -2.9803 2.6067 0.5266 -0.2101 -0.1481 0.1227
C -4.2662 0.3616 -1.7585 0.0955 0.3423 -0.0983
C -5.3105 -0.1310 -0.7817 -0.5192 0.1538 0.7531
C -5.9691 -1.4347 -1.1976 -0.1263 -0.3544 0.2418
O -4.8150 -0.2381 0.5560 0.1100 -0.2697 -0.2569
H -4.7836 0.7610 -2.6344 0.1910 -0.2475 -0.2304
H -3.5550 -0.4209 -2.0278 -0.1538 -0.1066 -0.1132
H -3.6697 1.1847 -1.3593 -0.1953 0.0205 0.1955
H -6.1501 0.5740 -0.7057 0.1763 0.2514 -0.3906
H -6.6073 -1.7840 -0.3826 -0.2069 0.2075 -0.1128
H -5.3268 -2.2931 -1.4153 0.4440 0.3578 -0.0698
H -6.5741 -1.2396 -2.0841 -0.0737 -0.1316 0.0241
H -4.5248 0.6537 0.8286 0.0435 -0.2088 -0.2544
C -1.6634 -2.6044 -3.1783 -0.5531 -0.3567 0.6891
C -1.7861 -1.4593 -4.1562 0.3801 0.8849 0.2160
C -0.8786 -0.2761 -3.7906 0.9355 -0.4286 -0.0003
O -1.5026 -1.9437 -5.4648 0.1035 0.0981 -0.0857
H -1.9168 -2.3050 -2.1557 -0.0404 0.2823 -0.1413
H -0.6758 -3.0601 -3.0897 0.1641 0.2585 -0.4587
H -2.3679 -3.4075 -3.4033 0.0494 0.0347 -0.2629
H -2.7874 -1.0090 -4.1546 -0.2485 -0.5691 0.1484
H 0.1788 -0.5193 -3.9603 -0.1516 -0.2748 -0.0625
H -0.9357 -0.0437 -2.7247 -0.3377 0.1565 -0.0885
H -1.0603 0.6112 -4.4032 -0.3168 0.0273 0.0983
H -1.4253 -1.1714 -6.0367 -0.0284 -0.1684 -0.0702
C 3.2901 -1.3791 -0.1128 -0.8066 -0.3279 -0.3202
C 4.6993 -1.8632 -0.3734 -0.2109 0.3440 -0.6197
C 5.6108 -0.7251 -0.8261 0.1380 -0.0182 0.7627
O 5.1895 -2.4561 0.8305 0.1900 -0.0820 -0.5650
H 3.2710 -0.6067 0.6568 -0.0183 -0.0807 -0.1663
H 2.5818 -2.1636 0.1700 0.4895 -0.2717 0.4244
H 2.7908 -1.0224 -1.0181 0.4874 0.4498 -0.1128
H 4.7215 -2.5760 -1.2091 -0.3154 -0.3374 0.3094
H 6.6220 -1.1177 -0.9576 0.0379 0.1389 -0.0395
H 5.6268 0.0140 -0.0194 0.1565 0.1332 -0.1827
H 5.3018 -0.2501 -1.7552 -0.1704 -0.0725 -0.0367
H 5.9985 -2.9100 0.5617 -0.0411 -0.0150 0.4038
C 0.1739 0.0621 0.2642 -0.7852 0.0953 -0.6867
O -1.1670 -0.0842 -0.2402 0.1523 0.0994 0.2869
H 0.7686 0.4412 -0.5724 0.4286 0.0211 0.4059
H 0.1861 0.7448 1.1189 0.1534 -0.0946 -0.1018
H 0.5086 -0.9290 0.5638 0.0589 0.0841 0.0201
H -1.4968 0.8005 -0.4559 -0.1098 -0.1395 0.0037
O 0.9753 3.2806 -1.0108 0.1719 0.0913 -0.3096
H 1.3607 3.5403 -1.8712 0.0469 -0.0794 0.1744
H 1.6242 3.5554 -0.3542 -0.1381 -0.0214 0.0113
O -2.8306 -2.3333 0.6397 0.0740 -0.2877 -0.2645
H -2.1977 -1.6555 0.3594 -0.2233 0.1000 0.0213
H -3.6900 -1.9721 0.3832 0.1653 0.2291 0.3042
O -1.7948 2.9843 -0.9220 0.4720 -0.1918 -0.2118
H -2.1028 3.3649 -1.7521 -0.0985 -0.0713 0.1128
H -0.8134 3.0100 -0.9848 -0.2568 0.2321 0.2110
```
Forces are in eV/Å.

E_LUMO = -0.11 eV
Energy relative to the best compared isomer or geometry (same formula, charge and spin) = 0.000 eV
Total charge = 0
Highest occupied orbital energy = -9.59 eV
Max |F| = 1.5 eV/Å

No. 2
Here is a 11-piece molecular cluster, C22H66O22 overall from the OMol25 dataset. Energies are from ωB97M-V with the def2-TZVPD basis set.

XYZ file:
```
110
Properties=species:S:1:pos:R:3:forces:R:3
O 27.3663 -11.2437 -3.5396 -0.3606 0.5490 0.6607
C 28.6077 -10.7843 -4.0449 0.1356 -1.4926 -0.5208
C 29.2842 -9.8753 -3.0561 -0.1041 -0.0469 -0.6188
O 28.8128 -8.5342 -3.2258 -0.0572 -0.4310 0.4891
H 26.7766 -11.5243 -4.2435 0.1322 0.1277 -0.2430
H 29.2128 -11.6853 -4.2320 0.2584 0.3050 0.1939
H 28.5126 -10.2900 -5.0170 -0.1194 0.2695 0.1530
H 30.3528 -9.9021 -3.2744 0.0626 0.2758 0.0451
H 29.1396 -10.2437 -2.0379 -0.1059 0.0713 0.0422
H 27.8390 -8.5882 -3.2014 0.0374 0.4086 -0.0815
O 27.8866 -2.5999 -2.3591 0.0121 0.1007 -0.2213
C 27.6544 -3.8675 -1.7809 -0.4648 -0.1540 -0.4549
C 28.2000 -5.0257 -2.6012 0.8007 0.3889 0.9000
O 29.5767 -4.7251 -2.8896 -0.6397 -0.6908 -0.5566
H 28.5795 -2.6918 -3.0244 0.1296 -0.0993 0.2175
H 28.0678 -3.9219 -0.7702 0.1454 0.1260 -0.0130
H 26.5662 -3.9822 -1.7122 0.0608 -0.0893 0.1719
H 27.6368 -5.2231 -3.5159 -0.0739 0.0864 0.0024
H 28.1687 -5.8921 -1.9303 -0.2408 -0.2568 -0.3060
H 29.8755 -5.4794 -3.4443 0.3509 0.6549 0.2620
O 26.0084 -7.9644 -3.4101 0.7057 -0.1792 0.0693
C 24.8597 -8.3669 -2.6838 -0.9082 0.2574 -0.4598
C 24.1457 -7.1681 -2.0796 0.4487 -0.8888 0.5096
O 23.4934 -6.4454 -3.0995 0.1493 0.1576 -0.1318
H 25.7913 -7.6629 -4.2941 -0.3325 0.0890 0.0558
H 24.1540 -8.8914 -3.3355 0.0948 -0.0991 -0.0083
H 25.1672 -9.0698 -1.9133 0.1882 0.1005 0.0687
H 24.9286 -6.6116 -1.5491 -0.2507 0.4019 -0.0784
H 23.4223 -7.5412 -1.3452 0.0125 0.0409 0.0317
H 23.0108 -5.7195 -2.6951 0.0190 0.0543 -0.0765
O 28.8138 -16.5686 -4.9563 -0.1880 -0.3747 -0.3563
C 28.5256 -15.8339 -6.1344 0.0872 0.8272 0.4092
C 27.0617 -15.4702 -6.2495 -0.9196 -0.3160 -0.2240
O 26.5476 -14.5877 -5.2551 0.1322 0.0736 -0.1390
H 28.2040 -17.3151 -4.9011 0.0722 0.0343 0.0841
H 29.1081 -14.9128 -6.0473 0.1015 -0.0678 -0.0316
H 28.8654 -16.3567 -7.0313 -0.1233 -0.1483 -0.0569
H 26.4437 -16.3729 -6.1440 0.2044 -0.0664 -0.1323
H 26.8374 -15.0705 -7.2462 0.2119 0.0054 0.0128
H 26.5247 -13.6780 -5.5940 0.5901 -0.1444 0.0354
O 26.7797 -15.7241 -2.7477 0.0728 -0.0089 -0.1744
C 27.4498 -14.7671 -1.9521 0.1868 0.9324 -0.3276
C 28.7936 -14.3655 -2.5687 -0.5359 -0.3100 0.3508
O 29.6705 -15.4860 -2.6075 -0.1316 0.4861 -0.1531
H 26.6962 -15.2810 -3.6180 -0.1518 -0.3855 0.3834
H 26.8278 -13.8649 -1.8759 0.0545 0.1028 0.0834
H 27.6107 -15.1249 -0.9378 -0.0548 -0.4275 -0.0531
H 29.2058 -13.5496 -1.9707 0.3391 -0.1852 0.0442
H 28.6337 -13.9676 -3.5777 -0.0232 -0.0017 0.0090
H 29.2544 -16.0621 -3.2742 0.3065 0.0343 0.2371
O 30.8281 -8.6966 0.9784 0.1732 -0.6406 0.2672
C 30.8953 -8.1742 -0.3208 -0.9846 0.9164 -0.3812
C 31.0306 -6.6501 -0.3360 0.7643 -0.5900 0.0957
O 32.2437 -6.1960 0.2672 -0.0878 0.0698 -0.1190
H 30.4915 -8.0459 1.5985 -0.0085 0.1762 -0.1143
H 31.6527 -8.7312 -0.8698 0.4287 0.2390 0.0887
H 29.9665 -8.3373 -0.8890 -0.1150 -0.2422 0.2126
H 30.2275 -6.2434 0.2855 -0.1060 0.0368 -0.1476
H 30.9167 -6.2806 -1.3580 -0.0610 0.0865 0.0754
H 32.9033 -6.0709 -0.4199 -0.0081 -0.0154 0.0202
O 27.6002 -8.2840 -10.3431 -0.2112 -0.2799 -0.1304
C 27.8317 -8.0976 -8.9557 0.4443 1.1919 0.2642
C 27.2243 -9.2603 -8.2329 -0.1954 -0.5565 -0.2057
O 27.9836 -10.4516 -8.4976 -0.1504 0.1177 0.0381
H 28.3621 -7.9825 -10.8409 0.0046 0.1039 -0.0449
H 28.9054 -7.9496 -8.8001 0.0639 -0.6051 0.3457
H 27.4302 -7.1440 -8.5906 -0.4899 -0.1348 -0.1757
H 26.2072 -9.4063 -8.6132 -0.0280 0.1453 -0.1451
H 27.1051 -9.1617 -7.1577 0.5221 0.2351 0.1284
H 28.0309 -10.4852 -9.4644 0.0921 -0.2235 0.1309
O 24.3237 -11.3264 -4.6723 0.4037 -0.2246 0.2082
C 24.5857 -10.9483 -6.0113 -0.2140 -0.2185 -0.0763
C 25.3716 -11.9440 -6.8437 0.0364 0.3793 0.1023
O 26.7277 -12.0296 -6.3973 -0.1245 -0.2362 0.0920
H 24.2903 -12.2852 -4.5659 -0.0981 0.0709 -0.1675
H 23.6288 -10.7764 -6.5176 0.0862 0.1992 -0.0900
H 25.1651 -10.0257 -5.9475 -0.1582 0.1431 -0.1085
H 25.3316 -11.6238 -7.8859 0.0088 -0.0606 -0.0552
H 24.8983 -12.9294 -6.7683 0.0813 -0.0539 -0.0660
H 27.3474 -11.7432 -7.0891 -0.2553 0.0543 -0.0565
O 35.8090 -8.9187 -2.5246 -0.1573 0.4868 -0.4844
C 34.4914 -9.2677 -2.1357 0.2976 -0.6380 0.9800
C 33.7801 -10.1434 -3.1483 0.0435 0.7902 -0.0706
O 34.5070 -11.2981 -3.4706 0.1507 -0.6276 0.1224
H 36.3952 -9.6567 -2.3450 -0.0730 -0.1143 0.0781
H 34.5627 -9.7855 -1.1689 -0.2333 -0.1170 -0.1367
H 33.9071 -8.3705 -1.9272 0.1443 0.2112 -0.2959
H 33.5715 -9.5339 -4.0350 0.1038 -0.2442 -0.0916
H 32.8214 -10.4475 -2.7225 -0.0190 -0.1387 -0.0330
H 35.1978 -11.1110 -4.1111 -0.0360 0.2657 0.0198
O 32.2366 -15.4305 -4.2289 0.0877 0.6009 -0.0195
C 32.6629 -14.1192 -3.8295 -1.1260 -0.6748 -0.6832
C 32.2376 -13.1051 -4.8888 0.2112 0.3565 0.5699
O 30.8267 -13.1941 -5.1058 0.0054 -0.5384 -0.0350
H 31.2674 -15.3781 -4.2225 0.1650 -0.2985 0.2124
H 32.1763 -13.8718 -2.8797 0.2876 0.0778 0.0936
H 33.7447 -14.1570 -3.7493 0.0323 0.2263 0.1680
H 32.8072 -13.2977 -5.8020 -0.1269 0.0728 -0.1128
H 32.4313 -12.1003 -4.5042 0.3803 -0.0381 -0.1967
H 30.5896 -12.5696 -5.7936 0.0316 0.1010 -0.0563
O 30.7092 -6.8965 -4.2594 -0.0141 0.4167 -0.3091
C 31.8607 -7.4425 -4.8550 -0.2591 -1.7321 0.5319
C 31.5794 -8.1249 -6.1751 0.1739 -0.0999 -1.4704
O 30.4013 -8.9352 -6.1048 0.2403 0.2025 0.3838
H 30.0483 -7.6081 -4.0937 0.1508 0.2602 -0.0354
H 32.6979 -6.7567 -4.9663 -0.3550 0.4941 0.0392
H 32.2228 -8.2401 -4.1837 0.0004 0.2732 -0.0917
H 32.4287 -8.7537 -6.4865 0.1037 0.0366 0.4790
H 31.4930 -7.4274 -7.0232 -0.2747 0.3014 0.3951
H 30.2182 -9.2601 -6.9898 -0.0667 -0.0932 -0.0400
```
Forces are in eV/Å.

E_LUMO = -0.30 eV
Energy relative to the best compared isomer or geometry (same formula, charge and spin) = 0.631 eV
Total charge = 0
Highest occupied orbital energy = -8.92 eV
Max |F| = 1.8 eV/Å